A molecular structure, C2H7Br2N2 in a non-equilibrium geometry. Source: the OMol25 dataset; level of theory: the ωB97M-V functional and the def2-TZVPD basis.

Properties
- total charge = +1
- max |F| (eV/Å) = 4.3
- ΔE to the lowest compared entry with this formula, charge and spin (eV) = 0.680
- HOMO energy (spin up / spin down) (eV) = -13.893 / -13.894
- molecular weight (g/mol) = 218.9

Positions of all 13 atoms, in Å:
C1 -0.948715 0.398866 -0.323842
C2 -1.146830 -0.465637 0.896448
N1 0.287915 1.189656 -0.150570
N2 0.353137 -1.704634 0.737848
Br1 -2.744791 -1.551614 0.778300
Br2 -0.952639 0.456909 2.570444
H1 -1.811371 1.057263 -0.466586
H2 -0.851947 -0.250857 -1.198668
H3 0.173030 1.830073 0.652485
H4 0.536783 1.725249 -0.990290
H5 -0.026922 -2.459667 0.180310
H6 1.037201 0.515843 0.085779
H7 0.485538 -2.046419 1.683028

Cartesian forces (eV/Å) of the 2 atoms listed first:
-0.8789 -0.3882 -0.0456
2.3993 -3.5966 0.0084